# 1
DFT (ωB97M-V/def2-TZVPD) results for a cluster of 2 separate species, C41H35F4N3O3 in total.

Geometry (Å):
F: 2.66735 1.27250 -1.43181
C: 1.71416 0.81623 -0.58157
C: 0.53641 1.47763 -0.47188
F: 0.15034 2.35131 -1.41691
C: -0.35002 1.30044 0.68117
O: -1.50971 1.73108 0.70962
C: 0.27247 0.58665 1.79851
F: -0.30708 0.69923 3.00784
C: 1.43675 -0.09054 1.64377
F: 2.09108 -0.56330 2.72080
C: 2.13797 -0.21204 0.36635
O: 3.24742 -0.79040 0.27032
C: 2.49776 -4.49711 -6.51989
C: 3.02493 -4.14805 -5.15915
C: 2.82366 -2.87481 -4.63486
C: 3.15686 -2.57243 -3.31194
C: 2.84979 -1.19990 -2.82301
C: 3.70477 -3.56674 -2.48787
N: 4.07423 -3.23511 -1.14019
C: 3.34907 -3.37762 0.04478
C: 1.95714 -2.99114 0.32385
C: 1.05686 -2.69507 -0.80842
C: -0.09446 -1.79579 -0.69524
C: 0.83981 -3.86835 -1.67448
C: 1.32419 -5.16145 -1.35160
C: 1.10419 -6.26021 -2.18069
C: 0.36910 -6.11739 -3.35685
C: -0.15270 -4.86311 -3.68421
C: 0.05118 -3.76644 -2.85109
O: 1.53278 -2.88545 1.48730
N: 4.26169 -3.40516 1.04960
C: 4.08526 -3.32923 2.46359
C: 3.27404 -4.26509 3.13340
C: 2.77559 -5.50336 2.47071
C: 2.91178 -3.98789 4.44986
C: 3.35940 -2.83483 5.10285
C: 2.83033 -2.48686 6.46437
C: 4.28048 -2.00796 4.45899
C: 4.66321 -2.23435 3.12995
C: 5.55611 -1.25891 2.45056
N: 5.54196 -3.30523 0.54909
C: 5.42273 -3.22387 -0.74813
C: 6.54785 -3.13259 -1.66255
C: 7.75035 -3.74152 -1.23871
C: 8.83788 -3.80936 -2.10632
C: 8.75174 -3.22299 -3.37774
C: 7.59434 -2.53514 -3.77042
C: 6.50983 -2.45125 -2.90075
C: 4.00747 -4.82527 -3.02487
C: 4.63702 -5.90469 -2.19871
C: 3.64523 -5.10087 -4.34967
H: 3.10920 -5.26871 -7.00065
H: 1.46987 -4.88380 -6.45123
H: 2.47464 -3.61439 -7.17049
H: 2.34494 -2.10255 -5.23990
H: 3.08145 -1.09559 -1.76183
H: 3.42967 -0.44275 -3.37680
H: 1.78446 -0.96689 -2.97428
H: -1.02232 -2.39203 -0.62468
H: -0.05026 -1.15660 0.18683
H: -0.17689 -1.16053 -1.59106
H: 1.86410 -5.30863 -0.40974
H: 1.51808 -7.23054 -1.90015
H: 0.20577 -6.97936 -4.00941
H: -0.73663 -4.73908 -4.59944
H: -0.38120 -2.79973 -3.12537
H: 2.61294 -6.27957 3.22735
H: 1.81011 -5.32587 1.98152
H: 3.48246 -5.89258 1.73079
H: 2.23044 -4.67364 4.96045
H: 3.54051 -1.85104 7.00234
H: 1.87426 -1.94598 6.40395
H: 2.65206 -3.39923 7.04361
H: 4.69198 -1.13852 4.98120
H: 5.99558 -0.60307 3.21119
H: 6.35999 -1.76144 1.90577
H: 4.99019 -0.62842 1.75185
H: 7.78934 -4.17157 -0.23500
H: 9.74771 -4.31798 -1.78702
H: 9.60068 -3.28012 -4.06098
H: 7.53361 -2.05939 -4.75084
H: 5.62299 -1.87402 -3.16507
H: 4.49478 -6.87044 -2.69977
H: 5.71638 -5.73873 -2.06909
H: 4.17734 -5.98238 -1.20497
H: 3.81974 -6.10339 -4.74520

Properties
- Energy above the lowest of the compared OMol25 structures with the same formula, charge and spin: 32.3 kcal/mol
- Highest occupied orbital energy: -6.207 eV
- Kohn-Sham gap: 0.134 hartree

=====

# 2
DFT (ωB97M-V/def2-TZVPD) results for a structure of composition C41H35N3O2PTa.

Geometry (Å):
Ta: -0.43493 0.00768 0.55476
C: -0.96773 -3.65156 2.09280
C: 0.50238 -3.38439 1.94235
C: 1.40719 -4.11859 2.69617
C: 2.76526 -4.07978 2.41126
C: 3.24224 -3.28785 1.38385
C: 2.38125 -2.49371 0.63487
C: 2.94907 -1.66910 -0.48750
C: 1.01775 -2.53821 0.94650
N: 0.07800 -1.85429 0.08609
C: -0.36983 -2.63140 -1.00060
O: -0.00955 -3.74192 -1.25326
C: -1.37813 -1.86264 -1.77903
C: -2.07086 -2.32089 -2.87948
C: -3.01816 -1.47795 -3.45199
C: -3.24355 -0.21999 -2.90239
C: -2.49487 0.15194 -1.80558
N: -1.57778 -0.64950 -1.26638
C: -2.58629 1.45386 -1.08815
O: -3.31098 2.35322 -1.39723
N: -1.67590 1.46417 -0.01938
C: -1.48332 2.75861 0.59652
C: -0.59332 3.63854 -0.03759
C: 0.15989 3.23822 -1.27562
C: -0.48341 4.92665 0.46277
C: -1.22531 5.31736 1.56630
C: -2.12224 4.44225 2.15852
C: -2.30149 3.15774 1.65886
C: -3.44187 2.31086 2.14115
H: -1.21035 -3.92888 3.11765
H: -1.24733 -4.49184 1.45207
H: -1.59168 -2.80836 1.80773
H: 1.03625 -4.78006 3.46923
H: 3.45066 -4.69280 2.98220
H: 4.30021 -3.27941 1.15159
H: 3.41025 -2.32049 -1.23072
H: 3.72705 -0.99997 -0.11481
H: 2.20103 -1.06799 -1.00406
H: -1.86712 -3.31247 -3.25973
H: -3.58222 -1.80227 -4.31616
H: -3.97652 0.46763 -3.30148
H: 0.73183 2.31130 -1.14736
H: 0.86754 4.01397 -1.56064
H: -0.52233 3.08981 -2.11596
H: 0.18280 5.62959 -0.02032
H: -1.12655 6.32441 1.95066
H: -2.73973 4.77750 2.98232
H: -3.82455 2.68077 3.09050
H: -3.17309 1.26489 2.26207
H: -4.25722 2.35770 1.41485
C: 2.65491 5.49124 1.86456
C: 3.01125 4.68700 0.78925
C: 2.59881 3.36616 0.74954
C: 1.82906 2.84899 1.79399
C: 1.44609 3.66271 2.85620
C: 1.86686 4.98379 2.88690
P: 1.52951 1.07963 1.78617
C: 3.01654 0.30028 2.45192
C: 4.26563 0.84905 2.14921
C: 5.40467 0.33059 2.74031
C: 5.30341 -0.71235 3.65177
C: 4.06418 -1.25748 3.95079
C: 2.92016 -0.77019 3.33945
C: 0.19327 0.58286 2.96341
C: 0.38986 0.80330 4.33598
C: -0.54693 0.35731 5.24530
C: -1.68186 -0.33482 4.82017
C: -1.88271 -0.58479 3.47776
C: -0.95498 -0.13170 2.54271
H: 2.98692 6.52035 1.89996
H: 3.61550 5.08708 -0.01402
H: 2.88432 2.74100 -0.08982
H: 0.81649 3.28766 3.65044
H: 1.57579 5.61738 3.71400
H: 4.35774 1.69230 1.47956
H: 6.36993 0.75929 2.50792
H: 6.19345 -1.09694 4.13169
H: 3.98331 -2.07404 4.65548
H: 1.96473 -1.22786 3.56356
H: 1.29006 1.29382 4.68308
H: -0.38979 0.53747 6.30057
H: -2.40334 -0.68287 5.54746
H: -2.76281 -1.12507 3.15470

Properties
- Highest occupied orbital energy: -13.938 eV
- Total charge: +2
- Kohn-Sham gap: 0.253 hartree

=====

# 3
DFT (ωB97M-V/def2-TZVPD) results for a structure of composition C41H35N4O3PReSSi.

Geometry (Å):
Re: 0.56264 -0.53984 0.09625
C: 1.35000 -3.20805 -3.30363
C: 0.64122 -2.51122 -2.32155
N: 1.20710 -2.05760 -1.21554
C: 2.51308 -2.35998 -0.98718
C: 3.30655 -3.05699 -1.92347
C: 2.68607 -3.45528 -3.12545
C: 4.64979 -3.32217 -1.59320
C: 5.16251 -2.90191 -0.39177
C: 4.37199 -2.24771 0.55874
C: 3.03547 -1.99587 0.29548
N: 2.06274 -1.47238 1.10873
C: 1.84983 -1.81809 2.40899
C: 2.75118 -2.27832 3.36043
C: 2.31810 -2.59908 4.64772
C: 0.99448 -2.53263 5.00047
C: 0.02934 -2.13375 4.05528
C: -1.35778 -2.10982 4.30883
C: -2.20028 -1.68239 3.31758
C: -1.67756 -1.29128 2.08293
N: -0.38920 -1.33912 1.79622
C: 0.46969 -1.74172 2.77130
H: 0.83254 -3.54429 -4.18745
H: -0.42001 -2.33784 -2.43189
H: 3.26799 -3.95998 -3.87910
H: 5.25870 -3.85885 -2.30494
H: 6.19846 -3.09878 -0.15772
H: 4.82951 -1.90612 1.47259
H: 3.79610 -2.37962 3.12306
H: 3.04761 -2.91795 5.37657
H: 0.67156 -2.79541 5.99467
H: -1.72973 -2.44025 5.26589
H: -3.26831 -1.66151 3.45517
H: -2.33506 -0.95672 1.29504
O: 3.02034 2.26487 -0.55159
C: 2.04945 1.78793 -1.10254
O: 1.80768 0.53395 -1.26362
C: 1.04584 2.68962 -1.80659
C: 1.49284 3.89541 -2.33786
C: 0.63314 4.70859 -3.05043
C: -0.68628 4.32357 -3.23743
C: -1.13991 3.13250 -2.70508
C: -0.28334 2.31046 -1.97253
P: -0.98779 0.75328 -1.32050
C: -2.51400 1.31825 -0.51475
C: -3.49073 0.37744 -0.19389
C: -4.61160 0.74880 0.52744
C: -4.77636 2.06764 0.92099
C: -3.80667 3.00596 0.60884
C: -2.66852 2.63019 -0.08125
C: -1.48919 0.06675 -2.94229
C: -2.78104 -0.26999 -3.32593
C: -3.01333 -0.80822 -4.58103
C: -1.96227 -1.02907 -5.45392
C: -0.67066 -0.69292 -5.07860
C: -0.43750 -0.14432 -3.83525
H: 2.52718 4.16716 -2.18762
H: 0.98729 5.64036 -3.46499
H: -1.36147 4.94986 -3.80121
H: -2.17005 2.83565 -2.84794
H: -3.36996 -0.65249 -0.50590
H: -5.35124 0.00623 0.78824
H: -5.64821 2.35931 1.48700
H: -3.92777 4.03686 0.91171
H: -1.89151 3.35399 -0.27372
H: -3.61265 -0.10989 -2.65873
H: -4.02223 -1.06055 -4.87187
H: -2.14953 -1.47294 -6.41801
H: 0.15325 -0.85798 -5.75695
H: 0.56968 0.11651 -3.53221
S: -0.81611 -3.86923 0.02118
C: -2.25865 -3.80717 0.76733
N: -3.28222 -3.72541 1.30444
C: -1.27612 2.43915 3.26152
Si: 0.43531 2.15125 2.43104
C: 1.57628 1.40527 3.78670
C: 1.10782 3.85651 1.89269
O: 0.24915 1.20888 1.16849
H: -1.18946 3.20821 4.02153
H: -1.65339 1.53724 3.73238
H: -2.01663 2.76100 2.53811
H: 1.79848 2.13575 4.55903
H: 2.51945 1.07015 3.36600
H: 1.11327 0.54801 4.26822
H: 1.19313 4.52407 2.74523
H: 0.46266 4.33275 1.16004
H: 2.08784 3.75335 1.43706

Properties
- Multiplicity: 2
- Highest occupied orbital energy (spin up / spin down): -7.223 / -7.235 eV
- Kohn-Sham gap (spin up / spin down): 0.172 / 0.208 hartree